# 1
{
  "formula": "C22H17AsF6MnNO12PS3",
  "method": "ωB97M-V with the def2-TZVPD basis set",
  "elements": ["Mn", "F", "C", "F", "F", "S", "O", "O", "N", "S", "O", "O", "C", "F", "F", "F", "O", "As", "O", "O", "C", "C", "C", "C", "C", "C", "S", "O", "O", "O", "H", "H", "H", "H", "H", "O", "C", "O", "C", "P", "C", "C", "C", "C", "C", "C", "C", "C", "C", "C", "C", "C", "H", "H", "H", "H", "H", "H", "H", "H", "H", "H", "H", "H"],
  "positions_angstrom": [[0.793639, -1.351570, 0.821868], [-3.811624, -2.095883, 2.371972], [-2.597621, -2.546366, 2.681533], [-1.870359, -1.522795, 3.123867], [-2.708505, -3.438779, 3.663144], [-1.772222, -3.381031, 1.206287], [-0.376914, -2.890825, 1.401398], [-1.957542, -4.772000, 1.420762], [-2.553780, -2.898194, -0.065636], [-2.507773, -1.403121, -0.598536], [-2.294767, -1.270721, -1.999179], [-1.788224, -0.578123, 0.355656], [-4.314866, -0.888271, -0.426553], [-4.419938, 0.128946, 0.433588], [-5.097894, -1.874772, -0.010512], [-4.769870, -0.470305, -1.605877], [3.675375, 0.194572, -2.085395], [3.223204, -1.299614, -1.205287], [4.626761, -1.876519, -0.629689], [2.174016, -0.512726, -0.052754], [2.570141, -2.203866, -2.799618], [3.202766, -1.963673, -4.007807], [2.754893, -2.630376, -5.141764], [1.701639, -3.534516, -5.075285], [1.082677, -3.799766, -3.862331], [1.533561, -3.131347, -2.741376], [0.783066, -3.262557, -1.163482], [0.136793, -1.903995, -1.027052], [-0.108459, -4.378057, -1.129579], [1.918126, -3.259802, -0.224409], [3.934000, 0.818586, -1.396412], [4.021732, -1.260388, -4.046623], [3.228125, -2.431377, -6.096036], [1.366696, -4.035340, -5.974482], [0.268538, -4.507793, -3.766303], [3.327977, -0.130378, 3.553215], [2.270331, -0.042194, 2.985921], [1.610234, -1.072248, 2.486466], [1.540489, 1.312404, 2.927973], [0.107239, 1.223435, 1.799663], [-1.033219, 2.520316, 2.414809], [-0.577626, 3.754074, 2.875227], [-1.480292, 4.723217, 3.283924], [-2.847577, 4.470092, 3.237708], [-3.307912, 3.244746, 2.780184], [-2.402685, 2.270865, 2.373819], [0.616640, 2.119519, 0.273761], [1.915285, 2.530338, -0.004898], [2.210959, 3.157966, -1.207628], [1.216295, 3.370088, -2.148982], [-0.079801, 2.945806, -1.887842], [-0.377835, 2.327173, -0.683248], [2.257591, 2.102862, 2.718531], [1.147988, 1.468616, 3.935183], [0.486179, 3.963047, 2.906558], [-1.119097, 5.682825, 3.634091], [-3.551120, 5.228928, 3.557579], [-4.371430, 3.041359, 2.740444], [-2.752059, 1.308630, 2.018125], [2.710968, 2.331608, 0.703379], [3.227998, 3.470793, -1.413386], [1.453081, 3.848913, -3.091399], [-0.858741, 3.084207, -2.627547], [-1.385253, 1.975355, -0.489727]],
  "atomic_forces_ev_per_a": [[0.47, 0.07, -0.18], [-0.06, -0.05, -0.01], [0.29, -0.03, 0.02], [-0.07, -0.03, 0.02], [-0.06, 0.05, 0.02], [0.08, 0.65, 0.29], [-1.04, -0.18, 0.06], [0.04, -0.04, -0.09], [0.39, -0.12, 0.00], [-0.22, -0.21, 0.57], [-0.08, -0.11, 0.02], [-0.22, 0.34, -0.37], [0.08, 0.05, -0.04], [0.00, 0.05, 0.11], [-0.04, -0.09, 0.01], [-0.02, 0.04, -0.05], [-0.38, -0.13, 0.09], [1.46, 0.95, -0.03], [-0.38, -0.29, 0.15], [-0.14, -0.27, -0.22], [-0.45, -0.18, 0.23], [-0.06, 0.02, 0.13], [-0.04, -0.04, -0.10], [0.13, 0.03, -0.05], [-0.02, -0.07, 0.14], [0.24, 0.42, -0.10], [0.21, -0.33, -0.46], [0.25, -0.40, 0.63], [0.03, 0.05, -0.13], [-0.32, -0.04, 0.02], [0.04, 0.09, -0.11], [-0.01, 0.04, -0.08], [0.01, -0.03, 0.03], [-0.01, -0.01, 0.01], [0.02, 0.06, -0.04], [0.08, -0.04, 0.02], [-0.19, 0.04, -0.11], [-0.10, -0.32, -0.16], [-0.02, -0.28, -0.12], [0.13, 0.53, -0.52], [-0.17, -0.25, 0.18], [-0.02, 0.04, 0.02], [-0.01, 0.01, 0.01], [0.03, -0.04, -0.03], [0.01, 0.01, 0.00], [0.05, -0.02, 0.03], [0.06, -0.02, 0.03], [-0.03, 0.00, 0.04], [0.02, 0.02, 0.06], [-0.02, 0.00, -0.04], [0.00, 0.00, 0.06], [0.07, -0.05, -0.02], [0.01, 0.02, 0.08], [0.00, 0.07, 0.02], [-0.03, 0.00, -0.02], [0.00, -0.02, 0.01], [0.01, 0.00, -0.01], [0.03, 0.00, 0.00], [-0.02, 0.01, 0.00], [0.00, 0.04, -0.04], [-0.01, 0.00, -0.01], [0.00, -0.02, 0.02], [0.01, 0.00, 0.02], [0.00, 0.03, -0.02]],
  "multiplicity": 5,
  "charge": -1,
  "s_squared": 6.053,
  "homo_lumo_gap_ev": [7.20, 8.90],
  "e_above_lowest_kcal_mol": 43.1
}

***

# 2
{
  "formula": "C22H17BCdF5N4O2SSe",
  "method": "ωB97M-V with the def2-TZVPD basis set",
  "elements": ["Cd", "C", "C", "N", "C", "S", "N", "N", "C", "C", "C", "C", "C", "C", "C", "N", "H", "H", "H", "H", "H", "H", "H", "H", "H", "H", "H", "H", "H", "F", "C", "C", "F", "C", "F", "C", "Se", "C", "F", "C", "F", "O", "B", "O", "C", "C", "C", "C", "C", "C", "H", "H", "H", "H"],
  "positions_angstrom": [[0.815386, 0.515124, -1.195148], [0.940720, 1.334215, 5.419159], [1.766849, 0.427065, 4.507880], [2.152398, 1.062487, 3.270138], [1.562041, 0.859051, 2.058283], [2.232085, 1.770870, 0.766964], [0.532566, 0.040739, 2.071768], [0.022208, -0.379935, 0.901920], [-1.101196, -1.013236, 0.961237], [-1.858674, -1.188592, 2.250593], [-1.657001, -1.597584, -0.263184], [-2.710122, -2.518231, -0.207478], [-3.235735, -3.026869, -1.380274], [-2.713092, -2.603992, -2.592525], [-1.647565, -1.718109, -2.557538], [-1.134419, -1.234921, -1.438753], [0.775269, 0.842905, 6.380378], [-0.028153, 1.555588, 4.970840], [1.460643, 2.277337, 5.596486], [1.191588, -0.458059, 4.247164], [2.674281, 0.121407, 5.037469], [2.844206, 1.790206, 3.286739], [-1.416430, -0.536870, 2.997158], [-1.789104, -2.218852, 2.609650], [-2.910910, -0.931006, 2.119025], [-3.088764, -2.853354, 0.747549], [-4.046531, -3.743814, -1.345094], [-3.098943, -2.962682, -3.536483], [-1.176386, -1.376628, -3.474633], [7.684344, -1.602950, -0.822084], [6.373670, -1.751200, -1.063748], [5.776409, -2.994081, -0.956649], [6.524212, -4.049487, -0.595648], [4.429794, -3.144216, -1.219920], [3.902047, -4.369043, -1.097219], [3.612715, -2.076973, -1.604203], [1.793309, -2.283276, -1.979341], [4.258203, -0.838424, -1.699098], [3.558595, 0.245250, -2.068186], [5.601529, -0.666584, -1.439114], [6.177351, 0.536508, -1.561578], [-1.156092, 2.850686, -2.749608], [-0.742890, 1.895127, -1.802441], [-1.848181, 1.654739, -0.947966], [-2.883312, 2.417487, -1.385460], [-4.174757, 2.501173, -0.910393], [-5.037110, 3.374230, -1.569649], [-4.609067, 4.125237, -2.657238], [-3.305872, 4.025984, -3.140445], [-2.458045, 3.156972, -2.488246], [-4.500562, 1.898686, -0.072703], [-6.060926, 3.469021, -1.230528], [-5.299784, 4.800280, -3.146610], [-2.972795, 4.590595, -4.001213]],
  "atomic_forces_ev_per_a": [[0.83, -0.87, 0.21], [0.02, -0.10, -0.08], [-0.08, 0.15, 0.09], [-0.05, 0.01, 0.04], [-0.10, 0.07, -0.04], [0.03, -0.27, -0.51], [0.04, -0.27, 0.60], [-0.28, 0.14, -0.36], [0.29, 0.18, 0.51], [0.17, 0.01, -0.07], [-0.20, -0.18, -0.46], [0.11, 0.02, 0.13], [0.00, 0.07, -0.08], [0.01, -0.09, 0.08], [0.05, 0.04, -0.13], [-0.17, 0.03, 0.23], [-0.03, 0.04, 0.03], [0.02, 0.02, -0.04], [-0.01, 0.01, 0.04], [0.10, -0.06, 0.04], [-0.01, -0.08, -0.04], [0.06, -0.02, -0.02], [-0.05, -0.02, 0.04], [-0.06, -0.01, 0.03], [-0.02, -0.08, -0.04], [-0.05, 0.06, 0.00], [0.00, 0.00, -0.01], [0.01, 0.00, 0.00], [0.00, -0.01, 0.01], [0.07, 0.00, 0.03], [-0.15, -0.02, -0.06], [0.10, 0.02, 0.04], [0.02, -0.06, 0.02], [-0.26, 0.30, -0.10], [0.08, -0.11, 0.02], [0.74, 0.16, 0.06], [-0.57, 0.70, 0.13], [-0.23, -0.35, 0.03], [0.11, 0.13, -0.08], [0.10, -0.03, 0.03], [0.00, 0.06, 0.00], [0.25, 0.12, -0.22], [-0.60, 0.19, -0.25], [-0.26, 0.04, 0.17], [0.00, 0.23, -0.28], [0.12, -0.12, 0.05], [-0.06, 0.08, -0.03], [-0.07, 0.03, -0.01], [0.21, -0.07, -0.09], [-0.25, -0.09, 0.32], [0.02, 0.03, 0.03], [0.01, -0.01, 0.01], [-0.02, -0.02, 0.01], [0.01, 0.02, 0.02]],
  "multiplicity": 1,
  "charge": -1,
  "homo_lumo_gap_ev": 6.92
}

***

# 3
{
  "formula": "C22H17F2NO2",
  "method": "ωB97M-V with the def2-TZVPD basis set",
  "elements": ["O", "O", "F", "F", "C", "C", "C", "C", "C", "C", "C", "C", "C", "C", "C", "C", "C", "C", "C", "C", "C", "C", "C", "C", "N", "C", "C", "H", "H", "H", "H", "H", "H", "H", "H", "H", "H", "H", "H", "H", "H", "H", "H", "H"],
  "positions_angstrom": [[-2.756086, -0.782150, -1.370003], [1.815320, 2.083343, 1.110190], [-2.424410, 2.842843, -4.018071], [-2.615912, -2.346531, 2.970005], [-1.906145, -0.245131, -0.654881], [1.242789, 1.007094, 1.268625], [3.360912, -0.254274, 1.593841], [1.995895, -0.068423, 1.914868], [-1.036081, 1.284872, -2.379920], [-1.211262, -2.342318, 0.485611], [-1.205631, 0.988775, -1.041630], [-1.499390, -0.983775, 0.534381], [0.887462, 4.327295, -4.575094], [0.037872, -4.663322, 3.747005], [1.615979, 3.620087, -3.541742], [0.748924, -4.702613, 2.517254], [-0.470182, 4.177137, -4.651827], [-1.114317, -3.898710, 3.852168], [1.035564, 2.563015, -2.856616], [0.290788, -4.014214, 1.418986], [-1.120286, 3.123690, -3.896461], [-1.542795, -3.146759, 2.744874], [-0.351015, 2.356521, -3.078296], [-0.789166, -3.199158, 1.598122], [-0.073404, 0.985251, 1.054621], [-0.674433, 1.970441, 0.101278], [-0.987236, -0.009120, 1.646474], [4.000268, -0.988379, 2.086685], [3.853605, 0.380381, 0.831251], [1.617934, -0.602771, 2.738028], [-1.484677, 0.618211, -3.090386], [-1.313091, -2.821340, -0.402125], [1.380141, 5.132895, -5.057897], [0.483828, -5.209070, 4.580264], [2.657951, 3.986244, -3.479232], [1.701540, -5.257759, 2.432670], [-1.038656, 4.944651, -5.240859], [-1.542893, -3.837136, 4.858952], [1.658488, 1.953085, -2.147864], [0.722535, -4.085908, 0.428013], [-1.480108, 2.515729, 0.722919], [0.076677, 2.653686, -0.406207], [-1.908160, 0.454620, 2.116140], [-0.639134, -0.511004, 2.535884]],
  "atomic_forces_ev_per_a": [[0.64, 0.91, 0.18], [0.79, -0.09, -1.05], [0.10, 0.39, -0.05], [0.53, -0.18, -0.82], [-1.38, -1.98, -1.81], [0.90, 2.32, 1.26], [-3.26, 0.96, 0.32], [4.92, -0.90, -1.31], [-0.89, -1.62, 2.37], [-0.81, 4.06, 1.96], [0.51, 3.24, -1.26], [2.62, -1.40, 1.78], [0.08, -0.96, 3.00], [0.99, 0.09, -1.29], [0.26, 0.54, -2.01], [0.62, -0.81, 0.62], [-1.99, -0.19, -0.25], [0.38, -0.12, 0.54], [0.62, 1.08, -0.17], [0.51, -0.80, 0.67], [1.86, 2.00, -1.70], [0.77, -0.89, 2.65], [0.77, -0.55, 1.75], [-2.12, 2.27, -1.23], [-1.66, -0.72, 0.16], [-0.59, -1.51, -0.34], [-2.05, -0.28, -0.51], [-0.47, 0.16, 0.03], [-0.58, -0.47, 0.48], [-0.73, -0.84, 0.66], [-0.40, -0.73, 0.04], [-0.54, -1.23, -2.80], [0.27, 0.50, -0.55], [-0.47, 0.25, -0.07], [-0.54, -0.88, 0.47], [-0.77, 0.15, 0.19], [0.29, -1.25, 0.44], [-0.39, 0.15, -0.69], [-1.07, 0.60, -0.69], [0.28, 0.11, 0.20], [1.04, -0.60, -1.52], [-0.91, -0.81, 1.39], [0.89, 0.32, -0.86], [0.99, -0.30, -0.16]],
  "multiplicity": 1,
  "smiles": "C=CC(=O)N1C/C(=C\\c2ccccc2F)C(=O)/C(=C/c2ccccc2F)C1",
  "homo_lumo_gap_ev": 8.60,
  "e_above_lowest_kcal_mol": 55.4
}

***

# 4
{
  "formula": "C22H17F3O5S2",
  "method": "ωB97M-V with the def2-TZVPD basis set",
  "elements": ["F", "C", "F", "F", "C", "C", "C", "C", "C", "C", "C", "C", "C", "C", "C", "C", "C", "H", "H", "H", "H", "H", "H", "H", "H", "H", "H", "C", "O", "C", "S", "O", "O", "C", "C", "C", "C", "C", "C", "S", "O", "O", "H", "H", "H", "H", "H", "H", "H"],
  "positions_angstrom": [[4.334009, 0.996903, 2.692241], [3.993660, -0.163812, 3.332102], [4.751606, -1.158815, 2.778143], [4.405226, -0.031724, 4.636070], [2.521658, -0.450478, 3.243806], [2.069996, -1.770214, 3.312220], [0.713507, -2.013826, 3.257840], [-0.245025, -0.959756, 3.112007], [-1.621060, -1.317640, 3.084095], [-2.781559, -0.519017, 3.242335], [-4.047095, -1.186520, 3.127276], [-5.240050, -0.480671, 3.131747], [-5.226684, 0.920336, 3.254718], [-4.009533, 1.589296, 3.450319], [-2.811840, 0.880912, 3.542294], [0.272577, 0.362267, 2.994447], [1.631137, 0.613275, 3.115315], [2.781866, -2.589556, 3.406141], [0.346577, -3.039170, 3.334062], [-1.808147, -2.394211, 3.076563], [-4.040424, -2.274276, 3.019719], [-6.186650, -1.014065, 3.022842], [-6.162302, 1.480643, 3.212790], [-3.996834, 2.678847, 3.539926], [-1.906502, 1.396694, 3.863114], [-0.389880, 1.200109, 2.786627], [2.004235, 1.635832, 3.088064], [-1.114765, 0.943202, -0.056012], [-1.406314, 1.214895, -1.498259], [-1.679608, 0.248068, -2.336458], [-3.331599, -0.296732, -2.680973], [-3.723517, -1.219056, -1.629829], [-4.175926, 0.818504, -3.056880], [-2.833773, -1.188253, -4.168160], [-1.473698, -1.428499, -4.310881], [-0.980846, -2.059934, -5.453149], [-1.870168, -2.454752, -6.455878], [-3.242557, -2.208481, -6.314578], [-3.726449, -1.569367, -5.170457], [-0.417139, -0.812860, -2.983808], [0.660376, -0.027571, -3.548904], [-0.154814, -1.859362, -2.012465], [-0.887156, 1.937287, 0.337395], [-2.012739, 0.509881, 0.399842], [-0.256337, 0.264236, 0.012468], [0.091615, -2.224452, -5.545765], [-1.487852, -2.942393, -7.352746], [-3.938428, -2.501377, -7.100767], [-4.785607, -1.350518, -5.045690]],
  "atomic_forces_ev_per_a": [[-0.31, -0.98, 0.60], [1.19, 0.24, 0.02], [-0.69, 0.81, 0.53], [-0.33, -0.11, -1.08], [0.07, 0.17, 0.04], [-0.18, 0.02, 0.00], [-0.35, 0.02, -0.09], [0.64, 0.02, -0.18], [-0.02, 0.01, 0.82], [-0.47, 0.07, 0.27], [0.17, 0.28, -0.20], [0.16, 0.05, 0.07], [0.29, -0.26, -0.15], [0.16, -0.18, 0.18], [-0.26, -0.04, -0.50], [-0.22, 0.00, 0.02], [-0.09, -0.17, -0.13], [-0.21, 0.22, -0.04], [0.11, 0.28, -0.06], [0.03, 0.26, -0.21], [-0.08, 0.37, -0.09], [0.32, 0.19, 0.04], [0.32, -0.16, 0.00], [-0.03, -0.41, 0.18], [-0.38, -0.14, -0.27], [0.24, -0.31, 0.10], [-0.09, -0.28, -0.13], [-0.16, -0.07, -0.78], [0.28, 0.88, 1.16], [-0.19, -1.09, -0.98], [1.89, 0.42, -0.02], [-0.67, 0.25, -0.46], [-0.02, -0.77, 0.37], [-0.40, -0.10, -0.06], [0.38, -0.26, -0.09], [-0.10, 0.06, 0.19], [-0.14, 0.14, 0.24], [0.22, 0.07, 0.19], [0.13, 0.02, 0.19], [-1.62, 0.95, 0.19], [-0.15, -0.72, 0.35], [0.55, 0.08, -0.56], [-0.04, -0.30, 0.02], [0.20, 0.11, -0.01], [-0.20, 0.17, 0.03], [-0.24, 0.04, -0.05], [-0.13, 0.13, 0.24], [0.21, 0.07, 0.21], [0.21, -0.05, -0.10]],
  "multiplicity": 1,
  "homo_lumo_gap_ev": 2.46,
  "e_above_lowest_kcal_mol": 94.6
}

***

Q: What is the formula in the second record?
A: C22H17BCdF5N4O2SSe